The following is a DFT calculation (ωB97M-V/def2-TZVPD) of a cluster of 2 separate species, C5H14N in total.

Each line ends with the Löwdin charge.
Positions of all 20 atoms, in Å:
C1 -0.73493 0.05285 -0.48517  -0.150
C2 -0.62889 -1.30350 0.21416  -0.264
C3 -0.20462 -1.17929 1.67673  -0.286
C4 0.41876 -2.45103 2.23048  -0.109
H1 -1.30925 0.75688 0.12538  0.082
H2 -1.21369 -0.05784 -1.45889  0.073
H3 0.26661 0.49485 -0.58995  0.057
H4 0.12846 -1.89498 -0.30853  0.111
H5 -1.57616 -1.82759 0.08510  0.115
H6 -1.07661 -0.90120 2.27770  0.111
H7 0.45351 -0.31071 1.78921  0.103
H8 -0.25842 -3.29539 2.10322  0.079
H9 0.52578 -2.36759 3.31384  0.073
H10 1.40637 -2.63268 1.81221  0.075
C5 0.11973 2.45683 -2.05933  0.137
N1 1.15009 3.18225 -2.23002  0.215
H11 -0.03299 1.55375 -2.63375  0.119
H12 -0.60513 2.74063 -1.30729  0.129
H13 1.31406 3.97655 -1.61845  0.164
H14 1.85730 3.00722 -2.93663  0.166

## Properties
- HOMO-LUMO gap (eV) = 8.37
- charge = +1
- ΔE to the lowest compared entry with this formula, charge and spin (kcal/mol) = 33.3

***

The following is a DFT calculation (ωB97M-V/def2-TZVPD) of a cluster of 3 separate species, C39H52BF3NO12 in total in a non-equilibrium geometry.

Each line ends with the Löwdin charge.
Positions of all 108 atoms, in Å:
C1 -0.75002 -7.78339 2.25706  -0.127
C2 -1.57446 -6.82390 3.28456  -0.241
C3 -2.93799 -6.41478 2.52506  -0.220
C4 -2.66549 -5.44055 1.26731  -0.201
C5 -3.03495 -3.91213 1.62201  -0.177
C6 -1.67041 -3.08435 1.97887  -0.141
C7 -1.23742 -2.20421 0.68080  -0.088
N1 -0.12421 -1.23429 0.95370  0.045
C8 0.86103 -1.16944 -0.20730  -0.273
C9 0.26665 -1.02252 -1.68678  -0.075
C10 1.37137 -1.05799 -2.85237  -0.079
C11 0.99821 0.05096 -3.97764  -0.116
F1 -0.32336 0.47859 -4.25866  0.014
C12 2.09187 0.64419 -4.68502  -0.112
F2 2.11693 2.01348 -5.07414  0.054
F3 3.22431 -0.16983 -4.99626  0.038
C13 1.89933 -2.41313 -0.12417  -0.066
O1 3.25237 -2.05148 -0.48284  -0.186
O2 4.12740 -3.04694 -0.19583  -0.002
O3 1.60506 0.04148 0.15689  -0.015
C14 1.02059 0.78727 1.28825  -0.267
O4 1.98507 0.64423 2.35033  0.093
B1 3.32286 0.37264 1.86514  -0.628
O5 4.15255 1.25881 1.11487  0.157
O6 3.89584 -0.91014 2.22671  0.122
C15 1.17504 2.30064 0.80376  -0.052
C16 0.99620 2.69458 -0.68161  0.016
C17 1.20251 4.17268 -1.12067  -0.046
C18 1.60406 5.30582 -0.12762  -0.050
C19 1.76256 4.92613 1.37375  -0.036
C20 1.55601 3.44436 1.81421  0.014
C21 -0.46277 0.16066 1.48567  -0.248
C22 -0.88596 0.11250 3.01799  -0.084
C23 -0.64229 1.49866 3.83212  -0.198
C24 -1.94787 1.73386 4.78252  -0.098
O7 -1.31397 0.67273 0.46400  -0.062
C25 -2.52458 1.29852 0.94504  -0.084
C26 -3.73485 0.24749 1.23493  -0.363
C27 -4.45788 -0.22963 -0.14566  -0.050
O8 -4.65686 0.87845 2.15025  -0.059
H1 -1.29499 -7.83196 1.23804  0.074
H2 0.31119 -7.41842 2.05653  0.069
H3 -0.76555 -8.84658 2.67189  0.078
H4 -1.85625 -7.44801 4.20223  0.105
H5 -0.96475 -5.93344 3.65590  0.093
H6 -3.39031 -7.39522 2.12667  0.115
H7 -3.68705 -5.99063 3.27532  0.105
H8 -1.55146 -5.45956 0.99345  0.100
H9 -3.27846 -5.80942 0.37942  0.113
H10 -3.68102 -3.38296 0.84217  0.104
H11 -3.65208 -3.93568 2.59992  0.112
H12 -1.93216 -2.44498 2.88552  0.099
H13 -0.86551 -3.84289 2.25887  0.110
H14 -0.80968 -2.98498 -0.06012  0.148
H15 -2.15105 -1.76295 0.16584  0.118
H16 0.42364 -1.65248 1.72634  0.169
H17 -0.53656 -1.80071 -1.94190  0.136
H18 -0.26448 0.00189 -1.77282  0.121
H19 2.43243 -0.81031 -2.52405  0.131
H20 1.26745 -2.06896 -3.38589  0.133
H21 1.53665 -3.18148 -0.91014  0.150
H22 1.90431 -2.94303 0.88933  0.150
H23 4.30971 -3.49443 -1.06217  0.141
H24 4.90126 0.70921 0.76613  0.135
H25 3.24580 -1.38107 2.80090  0.109
H26 0.73189 1.93591 -1.48502  0.084
H27 1.10195 4.46379 -2.22602  0.094
H28 1.78262 6.38341 -0.48634  0.100
H29 2.06974 5.74313 2.14126  0.088
H30 1.70597 3.17108 2.90971  0.103
H31 -1.94601 -0.24088 3.23538  0.101
H32 -0.18818 -0.65993 3.52968  0.145
H33 0.31941 1.46165 4.44310  0.120
H34 -0.64974 2.34638 3.05929  0.097
H35 -2.31620 0.70961 5.16913  0.083
H36 -1.70322 2.42509 5.67500  0.091
H37 -2.77556 2.17538 4.12389  0.073
H38 -2.92063 1.93595 0.06275  0.161
H39 -2.38078 2.04624 1.80197  0.134
H40 -3.35521 -0.73006 1.71609  0.115
H41 -3.70976 -0.59319 -0.93094  0.080
H42 -5.18172 0.56799 -0.51825  0.097
H43 -5.11027 -1.15226 0.11291  0.087
H44 -5.29622 0.19341 2.45842  0.117
C28 1.90959 -3.01844 -9.61763  0.024
C29 2.12124 -4.16017 -8.96131  0.021
C30 3.01350 -4.21369 -7.78382  -0.391
O9 3.20874 -5.25527 -7.18507  0.099
C31 3.66050 -2.95339 -7.36132  0.015
C32 3.44902 -1.81188 -8.01727  0.017
C33 2.55662 -1.75792 -9.19483  -0.386
O10 2.36165 -0.71676 -9.79207  0.112
H45 1.26003 -2.96109 -10.48209  0.125
H46 1.65478 -5.09169 -9.25715  0.123
H47 4.31016 -3.01068 -6.49680  0.120
H48 3.91564 -0.88050 -7.72106  0.119
C34 0.94249 9.92988 3.04973  0.023
C35 0.13913 10.86693 2.54443  0.027
C36 -1.09682 10.50665 1.81741  -0.385
O11 -1.82883 11.35974 1.35464  0.116
C37 -1.40824 9.06819 1.67379  0.025
C38 -0.60475 8.13153 2.17917  0.016
C39 0.63085 8.49220 2.90599  -0.383
O12 1.36407 7.63677 3.36945  0.078
H49 1.85162 10.17556 3.58420  0.124
H50 0.35221 11.92426 2.64140  0.126
H51 -2.31733 8.82227 1.13932  0.124
H52 -0.81757 7.07381 2.08226  0.117

## Properties
- HOMO-LUMO gap (eV) = 7.95
- charge = +1
- ΔE to the lowest compared entry with this formula, charge and spin (kcal/mol) = 240.1

***

The following is a DFT calculation (ωB97M-V/def2-TZVPD) of a cluster of 2 separate species, C3H3ClS in total in a non-equilibrium geometry.

Each line ends with the Löwdin charge.
Positions of all 8 atoms, in Å:
C1 1.74493 -0.59483 -0.79928  0.017
C2 1.64560 0.59553 -0.72532  -0.792
Cl1 1.28043 2.13170 -0.44504  0.717
H1 1.41719 -1.57910 -0.67059  0.023
C3 -1.44218 -0.19940 0.80234  -0.568
S1 -1.78580 0.39834 -0.64411  0.595
H2 -1.34132 0.53250 1.61078  0.007
H3 -1.51885 -1.28474 0.87122  0.000

## Properties
- HOMO-LUMO gap (eV) = 8.44
- SMILES = C#CCl.C=S
- charge = 0
- ΔE to the lowest compared entry with this formula, charge and spin (kcal/mol) = 60.9

***

The following is a DFT calculation (ωB97M-V/def2-TZVPD) of a structure of composition C27H25MnN5O6 in a non-equilibrium geometry.

Each line ends with the Löwdin charge.
Positions of all 64 atoms, in Å:
Mn1 0.01158 0.00878 0.65210  0.778
N1 0.04474 3.29558 0.15544  0.153
C1 0.60734 2.91596 1.35031  -0.235
C2 1.21295 3.92991 2.11600  0.027
C3 1.77142 3.62765 3.33481  -0.011
C4 1.70176 2.31192 3.79034  -0.022
C5 1.09869 1.37025 2.99092  -0.086
N2 0.57033 1.64526 1.78117  0.066
C6 -0.59382 2.60268 -0.84075  -0.237
C7 -1.14668 3.36274 -1.89028  0.026
C8 -1.78156 2.73336 -2.93258  -0.013
C9 -1.82902 1.33917 -2.93882  -0.024
C10 -1.27903 0.66238 -1.87696  -0.089
N3 -0.68930 1.26383 -0.82408  0.064
H1 0.08967 4.29461 -0.01629  0.157
H2 1.24316 4.93855 1.73458  0.127
H3 2.24968 4.39205 3.92659  0.129
H4 2.11152 2.03096 4.74646  0.122
H5 1.01740 0.34531 3.33091  0.114
H6 -1.08123 4.43942 -1.86790  0.127
H7 -2.23479 3.30295 -3.72817  0.129
H8 -2.30332 0.80062 -3.74363  0.120
H9 -1.31042 -0.41812 -1.83639  0.095
O1 5.53396 -2.45836 1.09334  0.317
C11 4.42574 -2.08507 0.92483  -0.133
C12 3.95738 -0.95604 -0.04319  -0.218
O2 4.66688 -0.43609 -0.85725  0.239
C13 2.57367 -0.70436 0.33900  -0.246
C14 2.12851 -1.57668 1.37185  -0.259
O3 0.97602 -1.38035 1.83931  -0.005
C15 3.14876 -2.60026 1.65082  -0.201
O4 3.05663 -3.68037 2.15031  0.247
O5 1.69957 0.11797 -0.09541  -0.066
O6 -0.22283 -1.77373 -0.46128  -0.032
C16 0.43026 -2.68079 -1.01200  -0.446
C17 1.31529 -2.44628 -2.20138  -0.073
C18 0.58222 -3.16512 -3.37361  -0.145
C19 -0.94184 -3.36475 -3.19969  -0.174
C20 -1.37232 -4.59816 -2.38249  -0.158
C21 -1.13104 -4.47224 -0.86971  -0.143
N4 0.23008 -3.97940 -0.72072  0.099
H10 2.30905 -2.87397 -2.06380  0.130
H11 1.41697 -1.37824 -2.40173  0.123
H12 1.03790 -4.14041 -3.54963  0.119
H13 0.75066 -2.57459 -4.27403  0.119
H14 -1.36227 -3.49938 -4.19822  0.122
H15 -1.40221 -2.46441 -2.78458  0.099
H16 -0.83002 -5.46315 -2.77057  0.121
H17 -2.43418 -4.78277 -2.54385  0.119
H18 -1.23721 -5.43544 -0.37458  0.128
H19 -1.80977 -3.75581 -0.40440  0.123
H20 0.88689 -4.60915 -1.17181  0.156
N5 -1.39225 -0.10248 1.39683  0.112
C22 -2.51612 -0.29473 2.05879  -0.274
C23 -3.77359 -0.14005 1.41134  0.038
C24 -4.93957 -0.40854 2.08596  -0.029
C25 -4.90406 -0.81200 3.41762  0.012
C26 -3.68368 -0.95044 4.07559  -0.025
C27 -2.49897 -0.69536 3.42434  0.047
H21 -3.77629 0.18232 0.38174  0.123
H22 -5.88645 -0.29860 1.57990  0.126
H23 -5.82676 -1.02383 3.93408  0.131
H24 -3.67666 -1.26410 5.10896  0.127
H25 -1.54246 -0.81035 3.91324  0.127

## Properties
- HOMO-LUMO gap (alpha / beta) (eV) = 5.95 / 4.93
- charge = +2
- ΔE to the lowest compared entry with this formula, charge and spin (kcal/mol) = 7.9
- expectation value of S² = 0.76
- spin multiplicity = 2